(1)
{
  "formula": "C3H6N2OS",
  "method": "the ωB97M-V functional and the def2-TZVPD basis",
  "elements": ["S", "O", "N", "N", "C", "C", "C", "H", "H", "H", "H", "H", "H"],
  "xyz": [[-3.069309, -0.040759, -0.139982], [-0.413075, -1.541781, -0.163423], [2.044846, -0.922879, 0.027541], [1.606772, 1.436958, -0.199399], [-1.357300, 0.633855, 0.139035], [1.261012, 0.180259, -0.062800], [-0.198833, -0.324033, -0.052490], [0.795887, 2.047155, -0.291533], [-1.312479, 0.962272, 1.150524], [1.473487, -1.783214, -0.134033], [3.071407, -0.967922, -0.055139], [-1.260521, 1.549330, -0.418876], [-2.641895, -1.229241, 0.200579]],
  "forces_ev_per_angstrom": [[1.1, 0.9, -0.2], [0.4, 2.4, 0.2], [0.3, -0.8, -0.2], [-0.2, -2.3, 0.3], [-0.6, -0.3, -0.4], [-0.1, 1.6, -0.5], [-1.2, -2.1, -0.5], [0.1, -0.3, 0.2], [0.1, 0.2, 1.1], [1.1, 0.9, 0.4], [-1.2, 0.5, 0.0], [0.1, 0.2, -0.5], [0.0, -1.0, 0.2]],
  "charge": 0,
  "multiplicity": 1,
  "max_force_ev_per_a": 2.42,
  "total_energy_ha": -700.8324,
  "smiles": "[H]/N=C(/N)C(=O)CS"
}

=====

(2)
{
  "formula": "C3H6N2OS",
  "method": "the ωB97M-V functional and the def2-TZVPD basis",
  "elements": ["S", "O", "N", "N", "C", "C", "C", "H", "H", "H", "H", "H", "H"],
  "xyz": [[-0.569752, 1.263757, 1.435159], [-1.132637, -1.444954, 0.751247], [0.930629, -0.394196, -1.874821], [0.168919, -1.383143, -1.161077], [0.778252, 0.830346, -1.063460], [0.494543, 0.315284, 0.360892], [-0.258772, -0.971712, 0.073612], [-0.017194, 2.464658, 1.226853], [1.915812, -0.620611, -1.739266], [1.684968, 1.483199, -1.214729], [-0.491865, -1.918016, -1.717075], [1.458052, 0.013276, 0.910075], [-0.153612, 1.314879, -1.413357]],
  "forces_ev_per_angstrom": [[-0.4, 0.4, 0.3], [0.1, -0.5, 0.0], [0.4, -0.2, 0.7], [-0.2, -0.3, -0.5], [-0.5, 0.5, -0.1], [1.9, -0.2, 0.7], [0.0, 0.6, -0.4], [0.2, 0.0, 0.0], [-0.2, -0.6, -0.3], [-1.1, -0.6, 0.3], [0.3, 0.1, 0.0], [-1.2, 0.5, -0.8], [0.6, 0.2, 0.1]],
  "charge": 0,
  "multiplicity": 1,
  "max_force_ev_per_a": 2.02,
  "total_energy_ha": -700.8222,
  "smiles": "O=C1NNC[C@H]1S"
}

=====

(3)
{
  "formula": "C3H6N2OS2",
  "method": "the ωB97M-V functional and the def2-TZVPD basis",
  "elements": ["S", "S", "O", "N", "N", "C", "C", "C", "H", "H", "H", "H", "H", "H"],
  "xyz": [[3.936123, 0.579324, -0.048085], [0.272511, -1.581454, -0.203398], [-1.324716, 1.947868, -0.178309], [1.839812, -0.833371, -0.518932], [-0.337514, 1.007593, -0.340849], [-2.211151, -0.470451, 0.250678], [2.674881, -0.336154, 0.400111], [-0.793082, -0.152876, -0.146473], [-0.849125, 2.755739, -0.162139], [-2.364125, -1.518607, 0.351583], [-2.866721, -0.105082, -0.544192], [2.118329, -0.722436, -1.504325], [-2.476173, 0.023073, 1.209741], [2.380950, -0.593165, 1.434593]],
  "forces_ev_per_angstrom": [[0.5, 0.1, 0.3], [1.5, 1.1, -0.3], [-1.2, -0.5, 0.1], [-1.7, -1.3, -0.9], [0.7, -0.5, -0.1], [0.1, 1.0, 0.0], [-0.4, 0.1, 0.4], [-0.2, -0.5, 0.5], [0.7, 1.2, -0.1], [-0.1, -0.9, 0.1], [-0.1, 0.1, 0.2], [-0.4, 0.1, 0.8], [0.2, -0.2, -0.7], [0.2, 0.3, -0.5]],
  "charge": 0,
  "multiplicity": 1,
  "max_force_ev_per_a": 2.31,
  "total_energy_ha": -1098.9602,
  "smiles": "C/C(=N\\O)SNC=S"
}

=====

(4)
{
  "formula": "C3H6N2OS2",
  "method": "the ωB97M-V functional and the def2-TZVPD basis",
  "elements": ["S", "S", "O", "N", "N", "C", "C", "C", "H", "H", "H", "H", "H", "H"],
  "xyz": [[0.082388, 0.186449, 1.580044], [1.601786, 2.246279, 0.415209], [-1.155955, -2.805485, -1.511426], [-0.010156, 0.618626, -1.224884], [-0.414297, -1.610810, -1.010891], [-0.611577, -0.499249, -1.792039], [0.533702, 0.918262, 0.070092], [-1.347449, -0.932377, 1.415627], [-2.095075, -0.618578, 0.567512], [-0.058689, 1.392018, -1.961396], [-0.914508, -0.441006, -2.959478], [-0.304814, -3.582567, -1.491843], [-1.904123, -1.134294, 2.311093], [-0.898812, -2.069856, 1.189826]],
  "forces_ev_per_angstrom": [[-0.6, -0.4, 0.0], [-1.5, -2.0, -1.4], [4.9, -1.6, 0.2], [-0.3, 2.4, -1.3], [-1.8, 1.9, -4.0], [1.7, -4.5, 1.6], [0.0, 1.5, -0.5], [0.2, -3.0, -2.8], [1.6, -0.7, 1.8], [0.9, -1.0, 2.2], [0.2, -0.2, 3.2], [-3.9, 3.5, 0.0], [0.0, 0.9, 0.9], [-1.3, 3.2, 0.2]],
  "charge": 0,
  "multiplicity": 1,
  "max_force_ev_per_a": 5.20,
  "total_energy_ha": -1098.8637
}